1.
C3H7NO | wB97M-V/def2-TZVPD

- energy relative to the best compared isomer or geometry (same formula, charge and spin) (eV) = 1.417
- gap between HOMO and LUMO (eV) = 10.16
- highest occupied orbital energy (Eh) = -0.33000
- maximum force (eV/A) = 1.37

```
12
Properties=species:S:1:pos:R:3:lowdin_charge:R:1
C -1.21037 0.08486 -0.30099 -0.1679
N -0.15630 -0.09428 0.68091 -0.2058
C 1.41610 -2.08456 -0.96483 0.0012
O 0.55457 -2.64412 -1.45199 0.0149
C 0.88453 0.91246 0.56138 -0.1680
H -0.79519 -0.03080 -1.30942 0.0686
H -1.69751 1.07592 -0.25044 0.0753
H -1.97441 -0.68626 -0.16683 0.0773
H -0.55647 -0.04914 1.61181 0.0964
H 0.49398 1.93035 0.37771 0.0745
H 1.55846 0.65549 -0.26524 0.0555
H 1.48261 0.93009 1.47792 0.0780
```


2.
C7H10N | wB97M-V/def2-TZVPD

- energy relative to the best compared isomer or geometry (same formula, charge and spin) (eV) = 4.010
- gap between HOMO and LUMO (eV) = 8.64
- highest occupied orbital energy (Eh) = -0.50658
- maximum force (eV/A) = 6.05
- total charge = +1
- structure (SMILES) = C=C=C[C@@]1(C)[NH+]=C1C

```
18
Properties=species:S:1:pos:R:3:lowdin_charge:R:1
C 2.76337 1.25677 0.38823 0.0494
C 1.76740 0.69189 -0.09172 -0.1150
C 0.99389 -0.20241 -0.63642 -0.0542
C -0.24715 -0.76944 -0.11677 -0.3549
C -0.49071 -2.30566 -0.32228 0.0241
N -0.70994 -0.21679 1.17926 0.2059
C -1.18165 0.40054 0.12778 -0.0772
C -2.17639 1.40203 -0.28154 0.0354
H 3.15846 2.27012 0.45151 0.0876
H 3.49716 0.49254 0.88617 0.1416
H 1.23634 -0.47148 -1.65364 0.1400
H -1.10274 -2.71380 0.48692 0.0860
H 0.55071 -2.78085 -0.06276 0.1328
H -0.77588 -2.54954 -1.32356 0.0744
H -0.03764 0.26877 1.96905 0.2553
H -1.71081 2.44945 -0.19140 0.1427
H -2.93837 1.47737 0.49773 0.1100
H -2.59603 1.30049 -1.30656 0.1161
```


> Among the records above, which one has the lowest energy relative to the best compared isomer or geometry (same formula, charge and spin)?

C3H7NO


> Number 2 is which compound?

C7H10N


> Which value of energy relative to the best compared isomer or geometry (same formula, charge and spin) does entry 1 give?

1.417 eV